1.
Computed, not measured: one molecule with the formula C6H12O, with ωB97M-V with the def2-TZVPD basis set.

Atoms and positions in Å:
C (-0.62696, -1.91372, 1.00392)
C (-0.92469, -1.10264, -0.25629)
C (0.25304, -0.35266, -0.85860)
C (-0.07176, 0.93601, -1.58789)
C (0.70085, 0.97471, -0.31982)
C (0.17498, 1.50257, 0.99858)
O (2.03714, 1.37023, -0.55483)
H (-1.55399, -2.32437, 1.41654)
H (-0.16522, -1.30603, 1.79104)
H (0.04542, -2.75037, 0.79564)
H (-1.70710, -0.37241, -0.01520)
H (-1.35347, -1.75660, -1.03337)
H (1.04761, -0.97317, -1.27476)
H (-1.11874, 1.23292, -1.63232)
H (0.50366, 1.15206, -2.48152)
H (0.30802, 2.58577, 1.09190)
H (0.71480, 1.03244, 1.83354)
H (-0.88409, 1.27804, 1.13522)
H (2.62048, 0.78725, -0.05179)

As for the energy above the lowest of the compared OMol25 structures with the same formula, charge and spin: 24.66 kcal per mole.

=====

2.
Computed, not measured: one molecule with the formula C6H12O, with ωB97M-V with the def2-TZVPD basis set.

Atoms and positions in Å:
C (-0.82530, 0.74692, -1.89733)
C (-0.78925, 0.28152, -0.37068)
C (-1.96977, -0.58044, 0.03450)
C (0.59935, -0.28849, -0.06494)
C (1.11736, 0.06818, 1.32877)
C (2.49891, -0.38867, 1.64706)
O (3.31115, -0.67498, 0.79384)
H (-0.78073, 1.83067, -2.13543)
H (-0.13611, 0.19605, -2.55320)
H (-1.80785, 0.32739, -2.23485)
H (-0.84106, 1.31938, 0.10983)
H (-2.22938, -0.53121, 1.10848)
H (-1.86670, -1.58820, -0.37430)
H (-2.89070, -0.21824, -0.47282)
H (0.79641, -1.35338, -0.31327)
H (1.37822, 0.27255, -0.74336)
H (0.36062, -0.16855, 2.08443)
H (1.24910, 1.14091, 1.33513)
H (2.82571, -0.39142, 2.71813)

As for the energy above the lowest of the compared OMol25 structures with the same formula, charge and spin: 29.91 kcal per mole.

=====

What highest occupied orbital energy values result from the calculations? In sequence: -0.3546, -0.3584 Ha.